A molecular structure, C20H18Cl5GeOPt. Source: OMol25; level of theory: ωB97M-V/def2-TZVPD.

Structure (ORCA input):
```
! RIJCOSX wB97M-V def2-TZVPD def2/J DEFGRID3
* xyz 1 1
Pt 0.32163 0.59078 -0.04888
Cl 0.29242 -6.13634 -1.72110
C -0.01183 -4.46287 -1.56939
C 1.02536 -3.55018 -1.77236
Cl 2.59658 -4.09292 -2.17910
C 0.77641 -2.19021 -1.63699
Cl 2.07295 -1.04775 -1.81507
C -0.49967 -1.72954 -1.29964
O -0.81084 -0.41503 -1.19310
C -1.53360 -2.64781 -1.09217
Cl -3.08320 -2.06290 -0.66847
C -1.29108 -4.01132 -1.23364
Cl -2.55741 -5.13043 -0.98226
C 1.24400 -2.81695 4.03563
C 1.38512 -2.79267 2.63359
C 0.98930 -1.69814 1.91576
C 0.43092 -0.57250 2.56142
C -0.00481 0.60266 1.87337
C -0.56981 1.66756 2.53941
C -0.64325 1.64685 3.94357
C -0.23288 0.53960 4.63391
C 0.29996 -0.59127 3.97072
C 0.71832 -1.73863 4.68714
H 1.56223 -3.68815 4.59098
H 1.81488 -3.64418 2.12310
H 1.12328 -1.70997 0.83736
H -0.94403 2.52824 2.00842
H -1.04858 2.50295 4.46411
H -0.31797 0.51119 5.71300
H 0.61607 -1.74263 5.76487
C -1.82753 2.00035 -3.18029
Ge -0.20853 2.85611 -2.53084
C -0.34680 4.80217 -2.53928
C 1.39416 2.28337 -3.47412
C -0.06606 2.49856 -0.54916
H -1.92533 2.18495 -4.25028
H -2.70397 2.41423 -2.68186
H -1.81058 0.92614 -3.01553
H -0.45071 5.13864 -3.57128
H 0.54675 5.26183 -2.11919
H -1.21669 5.14335 -1.98010
H 1.33779 2.64454 -4.50133
H 1.49523 1.20088 -3.50929
H 2.28762 2.70903 -3.01684
H -1.00419 2.79907 -0.08563
H 0.77834 3.01936 -0.07917
*
```

## Properties
- Molar mass: 719.3 g/mol
- Lowest unoccupied orbital energy (spin up / spin down): -5.95 / -5.95 eV
- Energy above the lowest of the compared OMol25 structures with the same formula, charge and spin: 0.0 kJ/mol